Entry 1:
Entry from the Open Molecules 2025 dataset: a 8-piece molecular cluster, C28H67BrN8O9P overall at a distorted geometry (ωB97M-V/def2-TZVPD).

Bonds (Å) are listed after each position.
Geometry (Å):
1 C 0.568 0.590 2.480  C2 1.672, H13 1.191, H14 1.172, H15 1.176
2 C -0.690 -0.306 1.839  C1 1.672, C3 1.637, H16 1.169, H17 1.192
3 C -1.854 -0.534 2.967  C2 1.637, C4 1.642, N5 1.509, H18 1.194
4 C -2.034 -2.155 3.152  C3 1.642, H19 1.182, H20 1.180, H21 1.192
5 N -3.133 0.238 2.751  C3 1.509, C6 1.544, C7 1.544, P10 1.781
6 C -2.874 1.740 2.994  N5 1.544, H22 1.194, H23 1.169, H24 1.176
7 C -4.225 -0.122 3.781  N5 1.544, O8 1.484, H25 1.170, H26 1.194
8 O -5.425 0.744 3.665  C7 1.484, C9 1.472
9 C -6.628 -0.035 3.329  O8 1.472, H27 1.194, H28 1.190, H29 1.170
10 P -3.890 0.046 1.150  N5 1.781, O11 1.757, Br12 2.316
11 O -3.303 -1.375 0.299  P10 1.757, H30 1.020
12 Br -3.274 1.792 -0.241  P10 2.316
13 H 1.520 0.277 1.836  C1 1.191
14 H 0.739 0.382 3.620  C1 1.172
15 H 0.386 1.726 2.240  C1 1.176
16 H -1.023 0.273 0.880  C2 1.169
17 H -0.178 -1.315 1.464  C2 1.192
18 H -1.399 -0.138 3.998  C3 1.194
19 H -1.079 -2.779 2.843  C4 1.182
20 H -3.025 -2.520 2.627  C4 1.180
21 H -2.192 -2.358 4.317  C4 1.192
22 H -2.777 1.902 4.173  C6 1.194
23 H -1.885 2.123 2.500  C6 1.169
24 H -3.742 2.422 2.589  C6 1.176
25 H -4.604 -1.224 3.684  C7 1.170
26 H -3.801 0.072 4.879  C7 1.194
27 H -7.360 0.720 2.764  C9 1.194
28 H -6.433 -0.908 2.544  C9 1.190
29 H -7.201 -0.384 4.287  C9 1.170
30 H -4.133 -1.874 -0.020  O11 1.020
31 C -5.724 5.904 -3.969  C32 1.504, H36 1.094, H37 1.093, H38 1.093
32 C -6.160 4.508 -4.318  C31 1.504, O33 1.229, N34 1.363
33 O -7.255 4.275 -4.825  C32 1.229
34 N -5.302 3.482 -4.056  C32 1.363, C35 1.443, H39 1.014
35 C -3.985 3.545 -3.470  N34 1.443, H40 1.093, H41 1.093, H42 1.090
36 H -6.514 6.611 -4.237  C31 1.094
37 H -5.541 5.982 -2.894  C31 1.093
38 H -4.822 6.165 -4.530  C31 1.093
39 H -5.669 2.574 -4.319  N34 1.014
40 H -3.276 3.118 -4.184  C35 1.093
41 H -3.989 2.936 -2.562  C35 1.093
42 H -3.686 4.564 -3.224  C35 1.090
43 C 0.183 -2.618 -4.390  C44 1.504, H48 1.094, H49 1.093, H50 1.093
44 C 0.182 -1.339 -3.600  C43 1.504, O45 1.229, N46 1.363
45 O 1.031 -0.467 -3.769  C44 1.229
46 N -0.801 -1.157 -2.672  C44 1.363, C47 1.443, H51 1.014
47 C -1.881 -2.050 -2.326  N46 1.443, H52 1.093, H53 1.093, H54 1.090
48 H 1.025 -2.615 -5.088  C43 1.094
49 H 0.294 -3.473 -3.718  C43 1.093
50 H -0.743 -2.703 -4.966  C43 1.093
51 H -0.732 -0.272 -2.183  N46 1.014
52 H -2.823 -1.525 -2.501  C47 1.093
53 H -1.795 -2.288 -1.263  C47 1.093
54 H -1.863 -2.971 -2.909  C47 1.090
55 C 2.376 4.742 4.997  C56 1.504, H60 1.094, H61 1.093, H62 1.093
56 C 1.940 3.346 4.649  C55 1.504, O57 1.229, N58 1.363
57 O 0.845 3.113 4.142  C56 1.229
58 N 2.798 2.320 4.911  C56 1.363, C59 1.443, H63 1.014
59 C 4.115 2.383 5.497  N58 1.443, H64 1.093, H65 1.093, H66 1.090
60 H 1.586 5.449 4.729  C55 1.094
61 H 2.559 4.820 6.072  C55 1.093
62 H 3.278 5.003 4.437  C55 1.093
63 H 2.431 1.412 4.648  N58 1.014
64 H 4.824 1.956 4.783  C59 1.093
65 H 4.111 1.775 6.405  C59 1.093
66 H 4.414 3.402 5.743  C59 1.090
67 C 0.326 -5.343 3.790  C68 1.504, H72 1.094, H73 1.093, H74 1.093
68 C 1.449 -4.365 3.581  C67 1.504, O69 1.229, N70 1.363
69 O 1.373 -3.195 3.951  C68 1.229
70 N 2.580 -4.807 2.961  C68 1.363, C71 1.443, H75 1.014
71 C 2.865 -6.129 2.456  N70 1.443, H76 1.093, H77 1.093, H78 1.090
72 H -0.504 -4.842 4.296  C67 1.094
73 H -0.031 -5.714 2.826  C67 1.093
74 H 0.664 -6.172 4.417  C67 1.093
75 H 3.288 -4.089 2.858  N70 1.014
76 H 3.758 -6.500 2.965  C71 1.093
77 H 3.070 -6.046 1.386  C71 1.093
78 H 2.039 -6.823 2.617  C71 1.090
79 C 2.711 -2.334 -1.459  C80 1.504, H84 1.094, H85 1.093, H86 1.093
80 C 3.902 -2.219 -0.549  C79 1.504, O81 1.229, N82 1.363
81 O 3.892 -2.662 0.597  C80 1.229
82 N 5.019 -1.601 -1.027  C80 1.363, C83 1.443, H87 1.014
83 C 5.231 -1.019 -2.330  N82 1.443, H88 1.093, H89 1.093, H90 1.090
84 H 1.900 -2.849 -0.936  C79 1.094
85 H 2.360 -1.338 -1.743  C79 1.093
86 H 2.973 -2.914 -2.347  C79 1.093
87 H 5.777 -1.564 -0.354  N82 1.014
88 H 6.082 -1.525 -2.793  C83 1.093
89 H 5.474 0.038 -2.194  C83 1.093
90 H 4.357 -1.112 -2.975  C83 1.090
91 C 6.064 -7.799 -1.614  C92 1.504, H96 1.094, H97 1.093, H98 1.093
92 C 5.076 -6.884 -0.945  C91 1.504, O93 1.229, N94 1.363
93 O 4.316 -7.277 -0.063  C92 1.229
94 N 5.037 -5.579 -1.341  C92 1.363, C95 1.443, H99 1.014
95 C 5.838 -4.926 -2.348  N94 1.443, H100 1.093, H101 1.093, H102 1.090
96 H 5.975 -8.803 -1.192  C91 1.094
97 H 5.855 -7.855 -2.686  C91 1.093
98 H 7.082 -7.440 -1.442  C91 1.093
99 H 4.347 -5.029 -0.843  N94 1.014
100 H 6.380 -4.106 -1.871  C95 1.093
101 H 5.163 -4.517 -3.104  C95 1.093
102 H 6.547 -5.605 -2.822  C95 1.090
103 C -1.136 6.354 -4.438  C104 1.504, H108 1.094, H109 1.093, H110 1.093
104 C -2.124 7.269 -3.768  C103 1.504, O105 1.229, N106 1.363
105 O -2.884 6.876 -2.887  C104 1.229
106 N -2.163 8.574 -4.164  C104 1.363, C107 1.443, H111 1.014
107 C -1.362 9.227 -5.172  N106 1.443, H112 1.093, H113 1.093, H114 1.090
108 H -1.225 5.350 -4.015  C103 1.094
109 H -1.345 6.298 -5.509  C103 1.093
110 H -0.118 6.713 -4.266  C103 1.093
111 H -2.853 9.124 -3.666  N106 1.014
112 H -0.820 10.047 -4.694  C107 1.093
113 H -2.037 9.636 -5.928  C107 1.093
114 H -0.653 8.548 -5.646  C107 1.090

Results
Total charge: +1
Frontier orbital gap in eV: 7.235
LUMO level in eV: -3.41

Entry 2:
Entry from the Open Molecules 2025 dataset: a 13-piece molecular cluster, C28H68F2N9O24S2 overall at a distorted geometry (ωB97M-V/def2-TZVPD).

Bonds (Å) are listed after each position.
Geometry (Å):
1 N -1.801 -1.165 0.282  S2 1.641, S6 1.693
2 S -1.531 0.371 -0.230  N1 1.641, O3 1.435, O4 1.463, F5 1.572, S6 2.426
3 O -0.355 0.533 -1.036  S2 1.435
4 O -1.851 1.439 0.717  S2 1.463
5 F -2.728 0.346 -1.249  S2 1.572
6 S -0.646 -1.062 1.516  N1 1.693, S2 2.426, O7 1.415, O8 1.430, F9 1.708
7 O -1.110 -0.543 2.748  S6 1.415
8 O 0.714 -0.770 1.186  S6 1.430
9 F -0.493 -2.728 1.856  S6 1.708
10 C 3.679 2.293 3.429  C11 1.487, H17 1.090, H18 1.090, H19 1.090
11 C 3.048 3.623 3.212  C10 1.487, O12 1.230, N13 1.528
12 O 2.270 3.915 2.305  C11 1.230
13 N 3.362 4.668 4.282  C11 1.528, H14 1.010, H15 1.010, C16 1.546
14 H 2.783 4.460 5.083  N13 1.010
15 H 4.306 4.420 4.542  N13 1.010
16 C 3.473 6.089 3.683  N13 1.546, H20 1.090, H21 1.090, H22 1.090
17 H 4.659 2.362 3.901  C10 1.090
18 H 3.804 1.641 2.564  C10 1.090
19 H 3.116 1.568 4.016  C10 1.090
20 H 3.882 6.108 2.673  C16 1.090
21 H 3.992 6.614 4.485  C16 1.090
22 H 2.497 6.568 3.760  C16 1.090
23 C -6.779 1.298 -5.626  C24 1.465, H30 1.090, H31 1.090, H32 1.090
24 C -8.020 2.037 -5.872  C23 1.465, O25 1.227, N26 1.553
25 O -8.543 2.202 -6.969  C24 1.227
26 N -8.609 2.770 -4.635  C24 1.553, H27 1.010, H28 1.010, C29 1.536
27 H -9.003 2.049 -4.047  N26 1.010
28 H -7.815 3.088 -4.098  N26 1.010
29 C -9.400 3.998 -5.108  N26 1.536, H33 1.090, H34 1.090, H35 1.090
30 H -7.055 0.340 -5.185  C23 1.090
31 H -6.066 1.703 -4.907  C23 1.090
32 H -6.208 0.973 -6.495  C23 1.090
33 H -8.769 4.812 -5.465  C29 1.090
34 H -10.039 4.322 -4.286  C29 1.090
35 H -10.114 3.680 -5.867  C29 1.090
36 C 4.645 -10.795 3.183  C37 1.522, H43 1.090, H44 1.090, H45 1.090
37 C 4.945 -9.318 3.393  C36 1.522, O38 1.211, N39 1.530
38 O 5.938 -8.967 3.991  C37 1.211
39 N 4.003 -8.243 2.849  C37 1.530, H40 1.010, H41 1.010, C42 1.516
40 H 4.542 -7.389 2.863  N39 1.010
41 H 3.786 -8.429 1.880  N39 1.010
42 C 2.770 -7.792 3.608  N39 1.516, H46 1.090, H47 1.090, H48 1.090
43 H 4.057 -11.117 2.324  C36 1.090
44 H 4.316 -11.300 4.092  C36 1.090
45 H 5.562 -11.296 2.876  C36 1.090
46 H 2.403 -6.994 2.963  C42 1.090
47 H 3.233 -7.433 4.527  C42 1.090
48 H 2.080 -8.611 3.815  C42 1.090
49 C -6.455 -1.323 -0.277  C50 1.520, H56 1.090, H57 1.090, H58 1.090
50 C -6.496 -1.951 1.106  C49 1.520, O51 1.225, N52 1.464
51 O -7.459 -2.534 1.589  C50 1.225
52 N -5.225 -2.008 1.831  C50 1.464, H53 1.010, H54 1.010, C55 1.634
53 H -5.099 -2.946 2.185  N52 1.010
54 H -4.428 -1.689 1.299  N52 1.010
55 C -5.315 -1.142 3.213  N52 1.634, H59 1.090, H60 1.090, H61 1.090
56 H -7.350 -1.424 -0.891  C49 1.090
57 H -5.686 -1.715 -0.943  C49 1.090
58 H -6.185 -0.271 -0.181  C49 1.090
59 H -5.317 -0.054 3.151  C55 1.090
60 H -4.616 -1.521 3.959  C55 1.090
61 H -6.245 -1.453 3.688  C55 1.090
62 C 4.486 1.150 -1.985  C63 1.524, H69 1.090, H70 1.090, H71 1.090
63 C 5.995 1.270 -1.812  C62 1.524, O64 1.231, N65 1.501
64 O 6.476 2.228 -1.206  C63 1.231
65 N 6.893 0.293 -2.513  C63 1.501, H66 1.010, H67 1.010, C68 1.515
66 H 6.290 -0.340 -3.019  N65 1.010
67 H 7.283 0.790 -3.301  N65 1.010
68 C 7.698 -0.545 -1.542  N65 1.515, H72 1.090, H73 1.090, H74 1.090
69 H 4.042 1.800 -2.738  C62 1.090
70 H 4.024 1.519 -1.069  C62 1.090
71 H 4.159 0.172 -2.338  C62 1.090
72 H 7.557 -0.266 -0.497  C68 1.090
73 H 8.700 -0.521 -1.970  C68 1.090
74 H 7.346 -1.568 -1.670  C68 1.090
75 C 2.490 2.159 -7.053  C76 1.510, H82 1.090, H83 1.090, H84 1.090
76 C 1.594 0.954 -6.895  C75 1.510, O77 1.218, N78 1.468
77 O 0.984 0.699 -5.872  C76 1.218
78 N 1.600 -0.058 -7.959  C76 1.468, H79 1.010, H80 1.010, C81 1.556
79 H 2.040 0.335 -8.779  N78 1.010
80 H 2.283 -0.698 -7.580  N78 1.010
81 C 0.229 -0.734 -8.247  N78 1.556, H85 1.090, H86 1.090, H87 1.090
82 H 2.487 2.529 -8.078  C75 1.090
83 H 3.480 1.910 -6.672  C75 1.090
84 H 2.041 2.869 -6.359  C75 1.090
85 H -0.613 -0.092 -7.989  C81 1.090
86 H 0.076 -1.673 -7.714  C81 1.090
87 H 0.267 -0.885 -9.326  C81 1.090
88 C -3.445 9.588 4.236  C89 1.537, H95 1.090, H96 1.090, H97 1.090
89 C -2.706 8.242 4.180  C88 1.537, O90 1.227, N91 1.484
90 O -1.534 8.058 4.492  C89 1.227
91 N -3.424 7.091 3.578  C89 1.484, H92 1.010, H93 1.010, C94 1.602
92 H -4.381 7.044 3.896  N91 1.010
93 H -3.501 7.121 2.571  N91 1.010
94 C -2.969 5.658 4.131  N91 1.602, H98 1.090, H99 1.090, H100 1.090
95 H -3.636 9.898 5.264  C88 1.090
96 H -4.387 9.474 3.699  C88 1.090
97 H -2.716 10.256 3.777  C88 1.090
98 H -3.130 5.073 3.226  C94 1.090
99 H -3.711 5.398 4.886  C94 1.090
100 H -1.891 5.572 4.263  C94 1.090
101 C 0.991 -4.123 -3.210  C102 1.517, H108 1.090, H109 1.090, H110 1.090
102 C -0.508 -4.333 -3.310  C101 1.517, O103 1.241, N104 1.518
103 O -1.107 -4.625 -4.356  C102 1.241
104 N -1.170 -4.531 -1.959  C102 1.518, H105 1.010, H106 1.010, C107 1.484
105 H -1.256 -3.664 -1.448  N104 1.010
106 H -2.119 -4.841 -2.115  N104 1.010
107 C -0.558 -5.677 -1.242  N104 1.484, H111 1.090, H112 1.090, H113 1.090
108 H 1.371 -3.455 -2.437  C101 1.090
109 H 1.255 -3.557 -4.104  C101 1.090
110 H 1.554 -5.052 -3.119  C101 1.090
111 H -1.016 -5.723 -0.254  C107 1.090
112 H 0.516 -5.493 -1.238  C107 1.090
113 H -0.767 -6.606 -1.773  C107 1.090
114 O 0.148 1.092 6.793  C115 1.351, H118 0.960
115 C 0.274 2.363 7.234  O114 1.351, O116 1.254, O117 1.254
116 O -0.807 2.996 7.272  C115 1.254
117 O 1.330 2.887 7.660  C115 1.254
118 H -0.807 1.046 6.708  O114 0.960
119 O -0.380 4.146 -3.560  C120 1.273, H123 0.960
120 C 0.246 5.189 -3.187  O119 1.273, O121 1.242, O122 1.239
121 O -0.179 6.318 -3.484  C120 1.242
122 O 1.329 5.110 -2.591  C120 1.239
123 H 0.301 3.613 -3.143  O119 0.960
124 O 2.132 -2.804 5.771  C125 1.276, H128 0.960
125 C 3.293 -3.085 6.219  O124 1.276, O126 1.243, O127 1.260
126 O 3.503 -4.088 6.922  C125 1.243
127 O 4.199 -2.241 5.986  C125 1.260
128 H 2.593 -2.091 5.323  O124 0.960
129 O 3.474 -3.829 0.909  C130 1.308, H133 0.960
130 C 4.724 -3.505 1.122  O129 1.308, O131 1.262, O132 1.198
131 O 5.582 -4.271 1.640  C130 1.262
132 O 4.969 -2.359 0.870  C130 1.198
133 H 3.355 -2.880 0.829  O129 0.960

Results
Total charge: +3
Frontier orbital gap in eV: 1.285
LUMO level in eV: -6.88